No. 1
Below is a 2-piece molecular cluster, C5H8BrN overall, with properties calculated with ωB97M-V/def2-TZVPD.

```
15
C5H8BrN ωB97M-V/def2-TZVPD
C -0.224 -0.830 0.675
C 0.073 0.183 -0.123
C -1.382 1.824 -0.007
C 0.622 -2.014 0.866
C 1.159 0.386 -1.110
N -1.611 2.467 -1.002
Br -2.092 1.704 1.715
H -1.120 -0.729 1.363
H 0.176 -2.720 0.136
H 0.545 -2.565 1.875
H 1.754 -2.181 0.773
H 2.081 0.785 -0.591
H 1.444 -0.594 -1.526
H 0.684 0.965 -1.902
H -2.110 3.321 -1.143
```

Results
HOMO energy (Eh): -0.314
Gap between HOMO and LUMO (eV): 9.20
Total charge: 0
Energy relative to the best compared isomer or geometry (same formula, charge and spin) (eV): 3.070

---

No. 2
Below is a 3-piece molecular cluster, C30H53N3O7 overall, with properties calculated with ωB97M-V/def2-TZVPD.

```
93
C30H53N3O7 ωB97M-V/def2-TZVPD
C -0.950 2.001 -0.711
C -1.553 1.918 -2.075
O -2.383 1.082 -2.367
O -1.163 2.845 -3.009
C 0.263 2.842 -3.212
C 0.572 3.538 -4.473
C 1.101 3.117 -5.615
C 1.588 1.768 -5.969
C 3.096 1.615 -5.759
C 3.554 1.695 -4.297
C 4.648 2.740 -4.020
C 4.312 3.565 -2.779
N 3.337 4.594 -3.128
C 1.165 4.302 -6.513
O 1.661 4.425 -7.612
O 0.566 5.376 -5.861
C 0.316 5.002 -4.569
O -0.006 5.745 -3.678
H 0.107 2.230 -0.719
H -1.417 2.760 -0.098
H -1.053 1.061 -0.196
H 0.750 3.374 -2.406
H 0.607 1.819 -3.264
H 1.044 1.041 -5.380
H 1.389 1.538 -7.007
H 3.354 0.636 -6.146
H 3.627 2.331 -6.372
H 3.889 0.726 -3.955
H 2.703 1.960 -3.685
H 4.749 3.424 -4.851
H 5.578 2.232 -3.803
H 3.857 2.924 -2.031
H 5.221 3.966 -2.336
H 2.980 5.063 -2.313
H 3.743 5.281 -3.744
C 3.093 -1.514 3.327
C 2.266 -0.403 2.635
C 2.821 0.978 2.994
C 2.481 1.436 4.410
C 0.981 1.321 4.670
C 0.435 -0.076 4.383
N 0.824 -0.516 3.011
O 0.079 0.049 2.126
C 0.936 -1.067 5.447
C -1.085 -0.072 4.497
C 2.415 -0.619 1.133
H 2.474 -2.381 3.557
H 3.891 -1.862 2.673
H 3.570 -1.178 4.247
H 2.428 1.716 2.288
H 3.904 0.965 2.857
H 3.044 0.858 5.148
H 2.794 2.474 4.538
H 0.759 1.583 5.706
H 0.456 2.051 4.045
H 0.627 -2.084 5.205
H 0.505 -0.810 6.414
H 2.015 -1.062 5.582
H -1.544 0.673 3.850
H -1.368 0.163 5.523
H -1.499 -1.050 4.245
H 1.988 -1.576 0.829
H 3.473 -0.618 0.877
H 1.936 0.170 0.554
C -2.847 -1.445 0.548
C -2.477 -2.946 0.564
C -2.973 -3.630 -0.710
C -4.481 -3.879 -0.733
C -4.932 -4.599 0.537
C -4.498 -3.878 1.812
N -3.033 -3.609 1.780
O -2.368 -4.675 2.071
C -5.299 -2.574 1.977
C -4.833 -4.731 3.029
C -0.955 -3.006 0.591
H -3.022 -1.065 1.555
H -2.031 -0.857 0.134
H -3.720 -1.225 -0.065
H -2.461 -4.591 -0.823
H -2.684 -3.022 -1.570
H -5.023 -2.937 -0.853
H -4.734 -4.486 -1.604
H -6.019 -4.706 0.541
H -4.520 -5.613 0.537
H -4.938 -2.004 2.833
H -6.348 -2.812 2.154
H -5.274 -1.928 1.104
H -4.392 -5.724 2.969
H -5.913 -4.853 3.098
H -4.484 -4.256 3.947
H -0.555 -2.561 1.503
H -0.559 -2.448 -0.257
H -0.577 -4.025 0.510
```

Results
⟨S²⟩: 2.008
HOMO energy (alpha / beta) (Eh): -0.300 / -0.337
Gap between HOMO and LUMO (alpha / beta) (eV): 7.50 / 8.50
Total charge: 0
2S+1: 3

---

No. 3
Below is a 8-piece molecular cluster, C43H38F8NO2S overall, with properties calculated with ωB97M-V/def2-TZVPD.

```
93
C43H38F8NO2S ωB97M-V/def2-TZVPD
O 0.364 -1.674 0.648
S -0.535 -1.242 -0.413
O 0.008 -1.393 -1.756
C -2.192 -2.126 -0.343
N -3.271 -1.378 0.092
F -3.336 -0.367 -1.052
H -0.781 0.063 -0.210
H -2.047 -2.947 0.366
H -2.267 -2.518 -1.372
F 0.627 1.551 -0.725
C 1.918 1.800 -1.020
C 2.911 1.186 -0.284
C 4.231 1.449 -0.616
C 4.533 2.302 -1.673
C 3.510 2.887 -2.407
C 2.187 2.641 -2.073
H 2.649 0.513 0.523
H 5.027 0.979 -0.054
H 5.566 2.496 -1.931
H 3.739 3.534 -3.244
H 1.369 3.077 -2.623
F -1.670 -0.888 2.570
C -1.134 -0.777 3.784
C -1.825 -1.267 4.877
C -1.256 -1.141 6.137
C -0.019 -0.530 6.293
C 0.656 -0.045 5.180
C 0.102 -0.170 3.915
H -2.790 -1.733 4.730
H -1.784 -1.524 7.001
H 0.418 -0.434 7.279
H 1.621 0.433 5.293
H 0.614 0.186 3.031
F 1.201 2.178 -4.709
C 0.343 1.307 -5.291
C -0.129 0.256 -4.527
C -1.022 -0.628 -5.111
C -1.419 -0.457 -6.432
C -0.925 0.607 -7.174
C -0.036 1.507 -6.602
H 0.188 0.135 -3.497
H -1.410 -1.451 -4.525
H -2.116 -1.153 -6.881
H -1.232 0.741 -8.204
H 0.356 2.350 -7.155
F -2.489 -4.944 -1.045
C -3.345 -5.762 -0.415
C -2.926 -7.024 -0.041
C -3.825 -7.854 0.613
C -5.116 -7.418 0.878
C -5.509 -6.143 0.492
C -4.621 -5.300 -0.158
H -1.916 -7.341 -0.262
H -3.514 -8.844 0.919
H -5.814 -8.070 1.389
H -6.514 -5.798 0.699
H -4.892 -4.294 -0.455
F 2.921 2.060 3.523
C 2.335 3.236 3.196
C 1.505 3.280 2.097
C 0.902 4.484 1.768
C 1.144 5.618 2.532
C 1.989 5.546 3.632
C 2.592 4.344 3.976
H 1.332 2.387 1.516
H 0.241 4.531 0.913
H 0.674 6.557 2.271
H 2.182 6.429 4.227
H 3.249 4.262 4.831
F 6.640 2.639 1.594
C 7.016 2.724 2.885
C 6.152 2.279 3.865
C 6.553 2.369 5.190
C 7.793 2.902 5.516
C 8.641 3.344 4.510
C 8.256 3.254 3.180
H 5.188 1.872 3.594
H 5.890 2.019 5.971
H 8.098 2.971 6.552
H 9.607 3.763 4.760
H 8.902 3.587 2.379
F -8.072 -2.774 -4.237
C -6.956 -2.047 -4.490
C -6.607 -1.810 -5.803
C -5.464 -1.064 -6.059
C -4.696 -0.578 -5.009
C -5.068 -0.833 -3.695
C -6.211 -1.574 -3.429
H -7.220 -2.205 -6.603
H -5.175 -0.864 -7.083
H -3.802 -0.002 -5.213
H -4.469 -0.470 -2.867
H -6.519 -1.781 -2.413
```

Results
HOMO energy (Eh): -0.125
Gap between HOMO and LUMO (eV): 5.60
Total charge: -1

---

No. 4
Below is C14H10CoN3O4S2 as an isolated structure, with properties calculated with ωB97M-V/def2-TZVPD.

```
34
C14H10CoN3O4S2 ωB97M-V/def2-TZVPD
Co 0.039 -0.052 0.132
S 2.488 0.474 -0.338
C 1.605 1.919 -0.280
N 0.296 1.859 -0.189
C -0.312 3.094 -0.061
C -1.678 3.325 0.061
C -2.121 4.633 0.161
C -1.223 5.704 0.131
C 0.138 5.478 -0.001
C 0.586 4.167 -0.094
S 2.213 3.562 -0.264
H -2.357 2.482 0.083
H -3.180 4.828 0.269
H -1.592 6.718 0.216
H 0.837 6.306 -0.024
O -1.904 -0.153 -0.365
N -2.360 -1.332 -0.333
N -1.463 -2.220 -0.168
O -0.168 -1.941 -0.139
C -1.852 -3.601 -0.088
C -0.850 -4.533 0.112
C -1.188 -5.878 0.202
C -2.509 -6.283 0.091
C -3.501 -5.330 -0.113
C -3.182 -3.985 -0.203
H 0.169 -4.191 0.201
H -0.406 -6.610 0.363
H -2.767 -7.332 0.164
H -4.537 -5.633 -0.198
H -3.946 -3.237 -0.355
O -1.059 0.789 3.985
C -0.944 0.714 2.766
O -0.088 0.023 2.113
H -1.683 1.254 2.137
```

Results
⟨S²⟩: 0.807
HOMO energy (alpha / beta) (Eh): -0.182 / -0.183
Gap between HOMO and LUMO (alpha / beta) (eV): 7.71 / 7.72
Total charge: -1
2S+1: 2

---

No. 5
Below is C17H24F6MoNO8S2 as an isolated structure, with properties calculated with ωB97M-V/def2-TZVPD.

```
59
C17H24F6MoNO8S2 ωB97M-V/def2-TZVPD
Mo 1.073 0.915 0.765
F -1.507 -3.666 1.865
C -1.384 -2.726 2.759
F -2.396 -1.831 2.685
F -1.422 -3.188 4.005
S 0.290 -1.857 2.683
O 0.240 -1.084 1.418
O 1.267 -2.856 2.720
N 0.096 -0.862 3.854
S 0.563 0.617 4.003
O 1.806 0.825 4.634
O 0.386 1.368 2.662
C -0.778 1.368 5.060
F -0.316 2.485 5.754
F -1.747 1.813 4.214
F -1.184 0.391 5.851
C -1.836 -0.933 -4.156
C -0.532 -1.219 -3.377
C 0.461 -0.243 -3.472
C 1.568 -0.306 -2.647
C 2.638 0.716 -2.743
C 1.666 -1.391 -1.778
C 0.756 -2.466 -1.879
C 0.819 -3.603 -0.844
C -0.323 -2.395 -2.699
C 2.568 -1.404 -0.608
O 3.287 -2.263 -0.265
O 2.389 -0.214 0.141
H -2.595 -1.742 -4.000
H -1.649 -0.760 -5.214
H -2.175 0.120 -3.873
H 0.138 0.655 -4.097
H 3.298 0.482 -3.587
H 3.313 0.706 -1.976
H 2.335 1.780 -2.876
H 1.789 -4.213 -0.914
H 0.028 -4.359 -1.061
H 0.723 -3.190 0.188
H -1.136 -3.072 -2.581
C -2.231 -0.646 -0.332
C -1.983 0.600 0.448
O -0.806 1.361 0.030
C -0.944 2.159 -1.212
C -1.349 3.488 -0.773
H -3.211 -1.075 -0.079
H -1.458 -1.388 -0.194
H -2.166 -0.546 -1.449
H -1.735 0.391 1.523
H -2.806 1.284 0.520
H -1.702 1.655 -1.804
H -0.018 2.108 -1.776
H -2.210 3.463 -0.155
H -1.702 4.154 -1.605
H -0.589 3.980 -0.139
C 2.514 3.324 1.332
O 1.520 2.670 0.533
H 3.373 3.459 0.596
H 2.822 2.823 2.240
H 2.166 4.339 1.680
```

Results
⟨S²⟩: 2.009
HOMO energy (alpha / beta) (Eh): -0.444 / -0.444
Gap between HOMO and LUMO (alpha / beta) (eV): 7.62 / 7.56
Total charge: +1
Energy relative to the best compared isomer or geometry (same formula, charge and spin) (eV): 1.382
2S+1: 3

---

No. 6
Below is a 3-piece molecular cluster, C19H29ClN3O4P overall, with properties calculated with ωB97M-V/def2-TZVPD.

```
57
C19H29ClN3O4P ωB97M-V/def2-TZVPD
C -3.712 -4.678 -6.933
C -3.171 -4.789 -5.617
C -2.243 -4.641 -4.239
C -1.975 -3.042 -3.835
C -2.452 -1.845 -4.857
C -2.186 -0.285 -4.352
P -2.806 1.099 -5.567
O -3.551 2.293 -4.493
O -4.194 0.326 -6.361
C -1.446 0.005 -2.918
Cl -1.098 1.781 -2.379
C -0.957 -1.212 -1.889
N -0.306 -0.783 -0.605
C 0.032 -2.010 0.195
C -0.257 -3.555 -0.227
N 0.148 -4.701 0.708
N -0.882 -3.939 -1.539
C -1.242 -2.740 -2.369
H -4.361 -4.369 -7.878
H -1.253 -5.239 -4.418
H -2.890 -5.112 -3.372
H -2.961 -2.014 -5.904
H -3.825 1.739 -3.697
H -4.764 0.028 -5.567
H 0.566 -1.832 1.247
H 0.286 -4.356 1.684
H -0.531 -5.491 0.647
C 1.203 6.503 -0.267
C 1.524 5.949 1.110
O 0.507 5.098 1.633
C 0.204 3.930 0.879
C 1.387 2.990 0.713
H 0.250 7.042 -0.251
H 1.991 7.189 -0.595
H 1.118 5.710 -1.015
H 1.625 6.785 1.811
H 2.489 5.428 1.111
H -0.221 4.205 -0.092
H -0.587 3.404 1.423
H 2.201 3.458 0.150
H 1.085 2.087 0.175
H 1.789 2.702 1.689
C 2.559 -2.067 6.496
C 2.654 -2.151 4.983
O 1.585 -1.491 4.308
C 1.448 -0.095 4.545
C 2.667 0.714 4.133
H 1.603 -2.474 6.844
H 3.372 -2.634 6.961
H 2.625 -1.036 6.852
H 2.609 -3.204 4.685
H 3.617 -1.770 4.626
H 1.190 0.089 5.593
H 0.591 0.240 3.954
H 3.552 0.438 4.714
H 2.487 1.782 4.286
H 2.903 0.543 3.078
```

Results
Structure (SMILES): C#CCc1cc(P(O)O)c(Cl)c2ncc(N)nc12.CCOCC.CCOCC
HOMO energy (Eh): -0.312
Gap between HOMO and LUMO (eV): 6.87
Total charge: 0
Energy relative to the best compared isomer or geometry (same formula, charge and spin) (eV): 14.919

---

No. 7
Below is a 2-piece molecular cluster, C26H57N2O5PS2 overall, with properties calculated with ωB97M-V/def2-TZVPD.

```
93
C26H57N2O5PS2 ωB97M-V/def2-TZVPD
C 2.674 -7.053 0.968
C 1.514 -7.766 0.275
C 0.107 -7.111 0.383
C 0.008 -5.801 1.165
C 0.420 -4.573 0.343
C -0.633 -4.190 -0.716
C -1.490 -2.962 -0.333
C -1.738 -1.996 -1.512
N -0.853 -0.815 -1.473
C -1.561 0.429 -1.843
C -2.595 0.788 -0.755
C -4.051 0.768 -1.273
C -4.605 2.144 -1.643
C -4.711 3.108 -0.463
C -5.665 2.615 0.651
C -4.996 2.621 2.026
C -5.785 1.863 3.110
C 0.316 -1.025 -2.252
S 0.401 -0.813 -3.850
S 1.736 -1.596 -1.319
C 2.524 -0.019 -0.835
C 3.967 0.040 -1.346
C 4.942 0.688 -0.351
N 4.339 1.738 0.479
C 4.873 3.092 0.295
C 6.390 3.201 0.591
C 4.585 3.528 -1.158
O 3.389 3.025 -1.700
C 2.216 3.715 -1.316
C 4.092 3.948 1.328
P 4.289 5.736 1.288
O 3.070 6.474 0.913
O 4.764 6.145 2.770
O 5.561 6.056 0.381
H 2.971 -6.142 0.453
H 3.541 -7.717 0.956
H 2.475 -6.834 2.015
H 1.774 -7.865 -0.778
H 1.444 -8.775 0.680
H -0.584 -7.825 0.835
H -0.266 -6.941 -0.627
H -1.042 -5.657 1.439
H 0.559 -5.847 2.102
H 1.362 -4.776 -0.167
H 0.611 -3.714 0.987
H -0.144 -4.012 -1.674
H -1.315 -5.031 -0.853
H -0.952 -2.389 0.422
H -2.446 -3.279 0.082
H -2.776 -1.672 -1.511
H -1.589 -2.550 -2.442
H -2.035 0.352 -2.824
H -0.804 1.211 -1.856
H -2.527 0.043 0.036
H -2.356 1.762 -0.339
H -4.107 0.104 -2.138
H -4.701 0.338 -0.510
H -3.975 2.579 -2.425
H -5.602 2.042 -2.080
H -3.732 3.293 -0.018
H -5.061 4.071 -0.835
H -6.509 3.306 0.691
H -6.063 1.627 0.428
H -3.995 2.196 1.936
H -4.886 3.656 2.352
H -6.546 1.209 2.695
H -5.105 1.223 3.676
H -6.242 2.545 3.824
H 1.947 0.808 -1.239
H 2.494 0.050 0.249
H 3.984 0.579 -2.292
H 4.306 -0.973 -1.561
H 5.317 -0.096 0.310
H 5.810 1.043 -0.909
H 4.451 1.487 1.451
H 6.898 3.709 -0.230
H 6.589 3.797 1.479
H 6.846 2.219 0.688
H 4.597 4.614 -1.264
H 5.387 3.139 -1.788
H 1.530 3.724 -2.161
H 1.719 3.183 -0.497
H 2.418 4.738 -0.991
H 3.032 3.720 1.242
H 4.409 3.632 2.324
H 4.131 6.783 3.114
H 5.806 6.982 0.495
C -6.544 -1.733 0.380
O -6.459 -0.860 1.503
H -7.286 -1.319 -0.298
H -5.587 -1.803 -0.145
H -6.861 -2.735 0.680
H -5.803 -1.223 2.104
```

Results
Structure (SMILES): CCCCCCCCN(CCCCCCCC)C(=S)SCCCN[C@@](C)(COC)CP(=O)(O)O.CO
HOMO energy (Eh): -0.294
Gap between HOMO and LUMO (eV): 7.77
Total charge: 0

---

No. 8
Below is one molecule with the formula C4H5NS2, with properties calculated with ωB97M-V/def2-TZVPD.

```
12
C4H5NS2 ωB97M-V/def2-TZVPD
S -3.115 -1.301 0.029
C -1.944 -0.279 -0.417
C -0.687 0.186 0.279
N -0.013 1.396 -0.169
C 0.632 0.069 -0.395
C 1.773 -0.411 0.338
S 3.094 -1.265 -0.164
H -1.954 0.232 -1.370
H -0.563 -0.198 1.304
H 0.426 1.881 0.584
H 0.576 -0.262 -1.403
H 1.774 -0.049 1.382
```

Results
Structure (SMILES): S=C[C@@H]1N[C@H]1C=S
HOMO energy (Eh): -0.337
Gap between HOMO and LUMO (eV): 8.03
Total charge: 0
Energy relative to the best compared isomer or geometry (same formula, charge and spin) (eV): 2.845